Entry from the OMol25 dataset: a cluster of 2 separate species, C19H27N2O3 in total at a distorted geometry (ωB97M-V/def2-TZVPD).

Geometry as XYZ:
```
51
Properties=species:S:1:pos:R:3
C -1.73 -3.02 4.07
C -1.83 -1.77 3.23
N -0.55 -1.62 2.50
C -0.56 -1.33 1.20
C 0.60 -1.13 0.44
C 0.64 -1.26 -0.93
C 1.84 -1.11 -1.71
C 1.96 -1.73 -2.98
C 3.16 -1.66 -3.69
C 4.25 -0.94 -3.17
C 4.13 -0.28 -1.95
C 2.94 -0.36 -1.22
C 0.69 -1.99 3.17
C 0.43 -2.10 4.66
O -0.64 -2.99 4.98
H -2.64 -3.15 4.69
H -1.63 -3.91 3.42
H -2.62 -1.85 2.49
H -2.01 -0.89 3.87
H -1.54 -1.28 0.71
H 1.53 -0.93 0.98
H -0.26 -1.61 -1.44
H 1.11 -2.28 -3.37
H 3.25 -2.18 -4.64
H 5.18 -0.90 -3.72
H 4.96 0.29 -1.55
H 2.85 0.15 -0.26
H 1.08 -2.96 2.78
H 1.46 -1.23 2.98
H 1.31 -2.52 5.18
H 0.23 -1.08 5.06
C -2.41 3.67 1.75
O -2.40 2.83 0.59
C -1.19 2.69 0.01
C -1.31 1.82 -1.24
C -2.25 2.39 -2.33
C -1.48 2.19 -3.65
C -0.04 1.79 -3.25
N -0.06 1.71 -1.83
O -0.17 3.20 0.42
H -3.42 3.58 2.15
H -1.67 3.33 2.49
H -2.21 4.71 1.46
H -1.70 0.85 -0.86
H -3.21 1.88 -2.30
H -2.41 3.47 -2.15
H -1.95 1.39 -4.24
H -1.46 3.11 -4.23
H 0.27 0.84 -3.71
H 0.68 2.56 -3.59
H 0.77 1.60 -1.28
```

HOMO ... -10.758 eV
ΔE to the lowest compared entry with this formula, charge and spin ... 33.9 kcal per mole
Total energy ... -29256.255 eV
E_LUMO ... -4.729 eV
Total charge ... +1
HOMO-LUMO gap ... 6.03 eV

---

Entry from the OMol25 dataset: a structure of composition C19H27N3O3RhSe2 at a distorted geometry (ωB97M-V/def2-TZVPD).

Geometry as XYZ:
```
55
Properties=species:S:1:pos:R:3
Rh -0.43 0.13 -1.37
C -1.51 3.43 0.59
C -0.08 2.92 0.44
C 0.42 2.23 1.68
C 1.09 2.99 2.63
C 1.53 2.42 3.81
C 1.32 1.08 4.06
C 0.64 0.27 3.15
C 0.60 -1.21 3.48
C -0.33 -1.56 4.64
C 0.15 0.87 1.96
N -0.54 0.11 1.00
C -1.36 -0.83 1.41
C -1.79 -1.80 0.50
C -2.76 -2.85 0.66
C -2.84 -3.48 -0.53
C -1.89 -2.79 -1.41
N -1.27 -1.82 -0.79
H -1.86 3.91 -0.32
H -1.55 4.15 1.41
H -2.19 2.62 0.82
H 0.60 3.74 0.20
H -0.01 2.22 -0.40
H 1.27 4.03 2.42
H 2.05 3.03 4.54
H 1.72 0.63 4.96
H 1.62 -1.50 3.75
H 0.36 -1.82 2.61
H -0.09 -0.97 5.52
H -0.25 -2.61 4.90
H -1.38 -1.36 4.40
H -1.68 -0.88 2.45
H -3.32 -3.07 1.56
H -3.47 -4.30 -0.81
H -1.71 -3.00 -2.45
C 0.48 -0.97 -5.04
Se 0.19 0.63 -3.99
C 2.04 1.16 -3.77
C 2.88 0.22 -2.94
Se 2.20 -0.12 -1.14
C 2.33 -2.06 -1.16
H 0.80 -0.68 -6.04
H -0.48 -1.48 -5.10
H 1.21 -1.63 -4.58
H 1.99 2.16 -3.33
H 2.47 1.26 -4.76
H 3.88 0.62 -2.80
H 2.98 -0.76 -3.41
H 3.36 -2.34 -1.36
H 1.65 -2.47 -1.91
H 2.04 -2.41 -0.17
O -3.81 1.49 -2.93
N -2.80 0.99 -2.53
O -2.46 -0.19 -2.79
O -1.99 1.65 -1.77
```

HOMO (alpha / beta) ... -10.908 / -11.846 eV
ΔE to the lowest compared entry with this formula, charge and spin ... 0.0 kcal per mole
Total energy ... -164443.273 eV
E_LUMO (alpha / beta) ... -3.230 / -5.781 eV
Total charge ... +1
HOMO-LUMO gap (alpha / beta) ... 7.68 / 6.07 eV
Multiplicity ... 5

---

Entry from the OMol25 dataset: the molecule C19H27N3O4S at a distorted geometry (ωB97M-V/def2-TZVPD).

Geometry as XYZ:
```
54
Properties=species:S:1:pos:R:3
C -2.05 -3.18 0.56
O -2.53 -2.44 -0.54
C -3.92 -2.52 -0.75
C -4.74 -1.64 0.21
N -4.17 -0.31 0.25
C -4.68 0.72 -0.46
O -5.76 0.71 -1.00
C -3.78 1.97 -0.53
N -2.69 1.99 0.40
C -2.69 2.62 1.62
C -1.60 2.26 2.35
C -0.87 1.33 1.56
C 0.27 0.55 1.78
C 0.64 -0.33 0.79
S 2.01 -1.45 1.09
O 2.27 -1.47 2.50
O 1.71 -2.69 0.44
N 3.34 -0.78 0.35
C 3.75 0.46 0.96
C 4.98 1.10 0.33
C 4.64 1.98 -0.88
C 4.26 1.20 -2.13
C 3.08 0.25 -1.93
C 3.46 -0.97 -1.08
C -0.03 -0.43 -0.43
C -1.15 0.33 -0.68
C -1.58 1.19 0.34
H -2.39 -2.77 1.52
H -0.96 -3.12 0.52
H -2.36 -4.23 0.49
H -4.27 -3.56 -0.68
H -4.07 -2.17 -1.78
H -5.77 -1.56 -0.14
H -4.73 -2.05 1.22
H -3.20 -0.28 0.52
H -4.42 2.85 -0.36
H -3.40 2.03 -1.55
H -3.49 3.28 1.88
H -1.34 2.60 3.33
H 0.81 0.57 2.71
H 2.92 1.19 0.95
H 3.94 0.22 2.01
H 5.45 1.73 1.09
H 5.69 0.33 0.05
H 3.82 2.65 -0.61
H 5.51 2.60 -1.11
H 4.01 1.92 -2.92
H 5.12 0.63 -2.48
H 2.24 0.77 -1.49
H 2.77 -0.12 -2.92
H 4.48 -1.27 -1.31
H 2.81 -1.82 -1.30
H 0.32 -1.15 -1.15
H -1.69 0.24 -1.60
```

HOMO ... -8.509 eV
ΔE to the lowest compared entry with this formula, charge and spin ... 46.9 kcal per mole
Total energy ... -43636.776 eV
E_LUMO ... 0.574 eV
Total charge ... 0
HOMO-LUMO gap ... 9.08 eV